Below is a structure of composition C37H20Cl3F5MgN6O2Se, with properties calculated with ωB97M-V/def2-TZVPD.

Summary:
Electronic energy in eV: -173680.1988
Frontier orbital gap in Eh: 0.17848

Structure (ORCA input):
```
! wB97M-V def2-TZVPD RIJCOSX def2/J DEFGRID3
* xyz -2 1
Mg 0.41472 -0.59041 -0.70116
Cl 3.42022 0.09316 -6.71374
C 2.94199 -0.59393 -5.18354
C 1.76699 -0.16235 -4.59624
C 1.34350 -0.69421 -3.38215
N 0.20422 -0.25471 -2.69682
C -0.88639 0.08689 -3.37803
O -1.08692 0.03793 -4.59648
C -2.02130 0.58252 -2.50027
C -3.11780 1.17523 -3.11642
C -4.16521 1.61782 -2.33384
C -4.09023 1.44191 -0.95987
C -2.95904 0.84263 -0.43699
N -1.94029 0.42412 -1.18049
C 2.11292 -1.69652 -2.75471
C 3.29858 -2.10649 -3.35730
C 3.71146 -1.56209 -4.55914
Cl 5.20201 -2.13063 -5.26789
N 1.67134 -2.18138 -1.50778
C 1.83767 -3.48210 -1.28247
O 2.21179 -4.36288 -2.07380
C 1.54010 -3.96747 0.13339
C 1.57108 -5.34332 0.36833
C 1.33644 -5.81036 1.64658
C 1.08981 -4.89551 2.66219
C 1.08731 -3.54990 2.33403
N 1.29934 -3.09460 1.10451
H 1.16921 0.59195 -5.08385
H -3.10171 1.27090 -4.19221
H -5.02606 2.09849 -2.78322
H -4.87804 1.78018 -0.30063
H -2.85486 0.72431 0.63618
H 3.90149 -2.86917 -2.88980
H 1.78414 -5.99689 -0.46406
H 1.35139 -6.87357 1.85469
H 0.90889 -5.21510 3.67978
H 0.91014 -2.79608 3.09620
N -4.02420 -2.24317 3.85989
C -3.49241 -2.33567 2.84477
C -2.85932 -2.49478 1.56552
C -3.39146 -3.38115 0.63110
C -2.74719 -3.53162 -0.58007
C -1.59737 -2.79412 -0.81562
N -1.10081 -1.93556 0.07297
C -1.71168 -1.77963 1.23717
H -4.29104 -3.93480 0.86525
H -3.12445 -4.20575 -1.33548
H -1.04363 -2.88058 -1.74337
H -1.27362 -1.06700 1.92663
Cl 2.41497 5.30653 3.85295
C 2.24845 3.80294 2.95796
C 2.88932 3.64699 1.74010
C 2.76475 2.45533 1.05056
C 1.99647 1.38174 1.53336
C 1.86860 0.12445 0.80886
C 1.35228 1.59746 2.76375
C 1.47585 2.77834 3.47451
H 3.46450 4.46491 1.32629
H 3.24314 2.35418 0.08383
H 1.69988 -0.71163 1.49244
H 2.74110 -0.09833 0.19057
H 0.72260 0.81015 3.16617
H 0.95745 2.91650 4.41492
F -1.51387 6.17795 4.37908
C -1.22893 5.57581 3.20377
C -1.58127 4.25829 2.97911
F -2.20687 3.56572 3.95629
C -1.28348 3.65515 1.77291
F -1.65993 2.36414 1.65045
C -0.63895 4.30676 0.71756
Se -0.22660 3.46772 -0.91190
C -0.30502 5.63944 0.99200
F 0.32669 6.38525 0.06708
C -0.58506 6.26479 2.19218
F -0.23780 7.55490 2.39348
*
```